C47H39AlIO18S as an isolated structure in a non-equilibrium geometry, computed with wB97M-V/def2-TZVPD.

```
107
Properties=species:S:1:pos:R:3:lowdin_charge:R:1
O -2.627 4.134 0.938 -0.032
C -1.924 3.154 1.146 -0.383
C -1.303 2.377 0.027 -0.266
Al -1.150 0.366 0.337 -0.058
I 0.957 -0.021 1.870 0.615
C -2.755 -0.485 1.236 -0.306
C -4.095 -0.345 0.472 -0.287
C -4.470 1.151 0.464 -0.229
S -6.202 1.512 0.133 0.631
O -7.004 0.326 0.196 -0.296
O -6.283 2.146 -1.162 -0.325
O -6.646 2.592 1.233 -0.149
H -1.807 2.832 2.204 0.112
H -1.798 2.649 -0.913 0.052
H -0.265 2.747 -0.053 0.050
H -0.807 -0.314 -1.072 -0.088
H -2.545 -1.558 1.300 0.030
H -2.836 -0.085 2.257 0.052
H -4.867 -0.869 1.057 0.082
H -4.090 -0.784 -0.528 0.105
H -4.231 1.567 1.446 0.102
H -3.908 1.641 -0.334 0.091
H -7.014 3.325 0.714 0.094
C -10.742 -1.450 4.185 0.017
C -10.819 -2.733 3.845 0.017
C -9.955 -3.299 2.779 -0.396
O -10.028 -4.471 2.469 0.091
C -9.004 -2.382 2.109 0.014
C -8.924 -1.098 2.447 0.038
C -9.788 -0.531 3.513 -0.378
O -9.721 0.638 3.827 0.112
H -11.363 -1.018 4.959 0.119
H -11.506 -3.420 4.323 0.119
H -8.382 -2.814 1.334 0.125
H -8.235 -0.415 1.965 0.094
C 5.606 2.247 -1.378 0.011
C 4.782 1.428 -0.728 0.033
C 3.751 1.951 0.200 -0.378
O 3.001 1.207 0.799 -0.174
C 3.671 3.422 0.371 0.031
C 4.496 4.240 -0.280 0.012
C 5.527 3.716 -1.206 -0.395
O 6.279 4.462 -1.803 0.082
H 6.366 1.881 -2.058 0.110
H 4.824 0.352 -0.843 0.124
H 2.911 3.785 1.051 0.127
H 4.453 5.316 -0.167 0.117
C -5.215 2.527 -4.728 0.024
C -4.806 1.624 -3.840 0.034
C -3.735 0.654 -4.169 -0.374
O -3.364 -0.172 -3.365 0.110
C -3.133 0.729 -5.526 0.021
C -3.543 1.633 -6.411 0.009
C -4.617 2.604 -6.081 -0.394
O -4.987 3.428 -6.893 0.084
H -5.996 3.243 -4.506 0.122
H -5.231 1.555 -2.845 0.084
H -2.352 0.013 -5.746 0.120
H -3.119 1.704 -7.405 0.116
C 8.201 0.401 -6.268 0.021
C 7.321 -0.057 -5.382 0.009
C 6.069 0.681 -5.090 -0.381
O 5.271 0.262 -4.280 0.109
C 5.832 1.948 -5.824 0.026
C 6.713 2.406 -6.711 0.020
C 7.966 1.667 -7.003 -0.390
O 8.768 2.083 -7.813 0.095
H 9.122 -0.122 -6.494 0.119
H 7.473 -0.975 -4.838 0.097
H 4.912 2.472 -5.597 0.124
H 6.560 3.328 -7.256 0.120
C 5.862 2.254 4.922 0.011
C 5.091 1.596 4.059 0.027
C 3.682 1.261 4.384 -0.376
O 2.980 0.661 3.601 -0.108
C 3.166 1.693 5.706 0.033
C 3.938 2.352 6.568 0.011
C 5.345 2.684 6.244 -0.397
O 6.050 3.287 7.029 0.086
H 6.892 2.506 4.704 0.117
H 5.450 1.274 3.089 0.120
H 2.136 1.442 5.924 0.127
H 3.580 2.674 7.538 0.117
C -5.628 -3.943 2.972 0.034
C -6.515 -4.865 3.342 0.027
C -6.106 -6.058 4.124 -0.387
O -6.913 -6.899 4.460 0.098
C -4.672 -6.185 4.478 0.011
C -3.785 -5.266 4.109 0.023
C -4.192 -4.070 3.327 -0.374
O -3.379 -3.238 2.996 0.128
H -5.905 -3.065 2.401 0.111
H -7.566 -4.793 3.094 0.096
H -4.394 -7.063 5.049 0.117
H -2.734 -5.342 4.357 0.122
C 10.125 -2.562 -2.812 0.023
C 10.631 -3.617 -2.179 0.021
C 10.043 -4.105 -0.906 -0.386
O 10.505 -5.066 -0.330 0.108
C 8.870 -3.373 -0.369 0.025
C 8.365 -2.317 -1.002 0.030
C 8.953 -1.830 -2.273 -0.369
O 8.491 -0.868 -2.852 0.090
H 10.540 -2.189 -3.740 0.121
H 11.485 -4.164 -2.556 0.121
H 8.455 -3.744 0.559 0.125
H 7.511 -1.769 -0.625 0.123
```

Values from the calculation:
- Kohn-Sham gap: 4.02 eV
- E_LUMO: -0.670 eV
- Largest force on an atom: 0.0581 hartree/bohr
- Total charge: -1

---

C47H39AsBrCaIN4O4S as an isolated structure in a non-equilibrium geometry, computed with wB97M-V/def2-TZVPD.

```
99
Properties=species:S:1:pos:R:3:lowdin_charge:R:1
Ca 0.064 0.364 1.194 1.059
C -3.004 0.840 2.877 -0.056
O -2.574 0.272 1.654 -0.143
C -3.391 0.427 0.588 -0.204
C -4.725 0.803 0.663 -0.049
C -5.473 0.907 -0.502 -0.667
Br -7.309 1.368 -0.356 0.748
C -4.917 0.716 -1.745 -0.063
C -3.561 0.388 -1.836 -0.073
C -2.817 0.186 -0.673 -0.174
O -1.526 -0.257 -0.678 -0.079
C -2.949 0.324 -3.156 -0.266
N -3.577 -0.024 -4.243 0.184
C -2.686 0.134 -5.269 -0.224
C -2.830 -0.085 -6.636 -0.014
C -1.747 0.198 -7.441 -0.096
C -0.546 0.687 -6.919 -0.095
C -0.379 0.905 -5.567 -0.020
C -1.461 0.619 -4.754 -0.187
N -1.642 0.707 -3.396 0.168
H -3.774 0.221 3.352 0.106
H -3.384 1.854 2.720 0.111
H -2.122 0.899 3.512 0.061
H -5.193 1.001 1.613 0.102
H -5.491 0.830 -2.650 0.112
H -1.263 -0.464 -1.585 0.092
H -3.760 -0.457 -7.035 0.110
H -1.825 0.043 -8.506 0.099
H 0.268 0.903 -7.593 0.100
H 0.546 1.284 -5.159 0.108
H -1.018 1.177 -2.757 0.110
S 2.606 -0.417 1.780 0.534
C 3.170 -1.824 0.938 -0.743
C 4.547 -2.030 0.800 -0.137
C 5.032 -3.138 0.141 -0.098
C 4.155 -4.075 -0.387 -0.101
C 2.790 -3.896 -0.235 -0.106
C 2.280 -2.793 0.438 -0.415
As 0.381 -2.400 0.597 1.293
C -0.310 -4.048 -0.252 -0.377
C -0.672 -3.997 -1.595 -0.123
C -1.084 -5.136 -2.265 -0.087
C -1.141 -6.346 -1.594 -0.089
C -0.801 -6.409 -0.252 -0.080
C -0.390 -5.267 0.413 -0.103
C 0.016 -2.935 2.430 -0.437
C -1.312 -2.894 2.844 -0.142
C -1.657 -3.195 4.148 -0.088
C -0.669 -3.535 5.059 -0.100
C 0.656 -3.585 4.656 -0.087
C 0.998 -3.277 3.349 -0.105
H 5.220 -1.299 1.223 0.091
H 6.098 -3.277 0.036 0.100
H 4.531 -4.939 -0.913 0.096
H 2.108 -4.634 -0.641 0.092
H -0.610 -3.047 -2.124 0.092
H -1.355 -5.084 -3.310 0.103
H -1.445 -7.241 -2.116 0.101
H -0.847 -7.353 0.274 0.104
H -0.112 -5.321 1.460 0.104
H -2.083 -2.636 2.121 0.105
H -2.690 -3.161 4.464 0.102
H -0.937 -3.785 6.076 0.100
H 1.427 -3.863 5.361 0.105
H 2.038 -3.297 3.038 0.103
C 2.238 5.698 -1.994 -0.046
C 1.737 4.322 -1.705 -0.258
C 2.571 3.208 -1.723 -0.016
C 2.030 1.952 -1.499 -0.126
N 0.734 1.737 -1.287 0.021
C -0.059 2.806 -1.242 -0.173
C 0.390 4.097 -1.445 -0.007
H 3.270 5.821 -1.680 0.024
H 1.616 6.445 -1.505 0.083
H 2.199 5.883 -3.068 0.092
H 3.629 3.319 -1.907 0.120
H 2.662 1.070 -1.522 0.113
H -1.108 2.614 -1.050 0.108
H -0.304 4.923 -1.406 0.120
C 0.734 0.068 5.824 -0.011
C 0.296 -0.077 4.473 -0.217
N -0.080 -0.247 3.406 0.075
H 0.348 -0.770 6.408 0.089
H 0.366 1.012 6.225 0.098
H 1.824 0.064 5.855 0.102
I 5.106 6.498 0.662 0.840
C 3.471 5.305 1.299 -0.710
C 2.254 5.896 1.579 -0.156
C 1.194 5.101 1.986 -0.019
C 1.351 3.727 2.102 -0.120
C 2.586 3.154 1.822 -0.036
C 3.651 3.942 1.424 -0.149
C 0.193 2.803 2.432 -0.647
O -0.132 2.592 3.595 0.045
O -0.347 2.289 1.409 -0.246
H 2.130 6.967 1.493 0.096
H 0.242 5.561 2.212 0.123
H 2.724 2.088 1.932 0.022
H 4.611 3.493 1.221 0.098
```

Values from the calculation:
- Kohn-Sham gap: 7.22 eV
- E_LUMO: 0.139 eV
- Largest force on an atom: 0.0534 hartree/bohr

---

C47H40BInN10P2S2 as an isolated structure, computed with wB97M-V/def2-TZVPD.

```
103
Properties=species:S:1:pos:R:3:lowdin_spin:R:1
In -0.427 -1.007 -0.711 0.016
C -1.375 -5.369 -1.291 0.000
C -1.073 -4.148 -1.884 0.000
N -1.445 -3.140 -1.101 0.000
N -2.015 -3.686 0.000 0.000
C -1.962 -5.023 -0.088 0.000
B -2.567 -2.741 1.152 0.000
N -1.455 -2.284 2.062 0.000
C -0.988 -3.096 3.159 0.000
C 0.979 -2.512 3.894 0.000
C 1.376 -1.552 2.747 0.000
N -0.340 -1.693 1.463 -0.002
N -3.261 -1.540 0.422 0.000
C -4.581 -1.420 0.213 0.000
C -4.798 -0.487 -0.780 0.000
C -3.525 -0.069 -1.145 0.000
N -2.608 -0.691 -0.407 -0.002
N -3.639 -3.470 1.943 0.000
C -4.580 -4.355 1.518 0.000
C -5.501 -4.513 2.521 0.000
C -5.044 -3.657 3.542 0.000
N -3.940 -3.029 3.191 0.000
H -1.207 -6.357 -1.679 0.000
H -0.596 -3.951 -2.831 0.000
H -2.350 -5.644 0.700 0.000
H -1.707 -3.865 3.412 0.000
H 1.744 -2.735 4.631 0.000
H 2.371 -1.124 2.734 0.000
H -5.282 -1.994 0.794 0.000
H -5.740 -0.145 -1.168 0.000
H -3.230 0.660 -1.882 0.001
H -4.553 -4.777 0.530 0.000
H -6.370 -5.145 2.520 0.000
H -5.475 -3.479 4.514 0.000
S 3.491 -0.468 0.397 0.012
P 2.537 1.131 -0.198 0.070
C 0.769 0.955 -0.506 0.625
P -0.076 1.766 -1.818 0.060
S -0.398 0.200 -3.070 0.112
C 0.632 3.184 -2.665 -0.002
C 0.713 4.386 -1.960 -0.001
C 1.176 5.522 -2.596 0.000
C 1.540 5.467 -3.937 -0.001
C 1.452 4.275 -4.638 0.000
C 0.996 3.127 -4.003 -0.001
C -1.602 2.445 -1.130 0.014
C -1.934 2.282 0.210 0.010
C -3.119 2.812 0.701 0.001
C -3.973 3.497 -0.147 0.000
C -3.645 3.662 -1.489 0.001
C -2.460 3.145 -1.979 0.002
C 2.653 2.494 0.989 0.021
C 3.912 2.836 1.484 0.003
C 4.038 3.853 2.414 0.001
C 2.910 4.525 2.870 0.000
C 1.655 4.178 2.395 0.001
C 1.528 3.163 1.457 0.016
C 3.308 1.718 -1.734 0.011
C 3.473 0.790 -2.761 0.003
C 4.088 1.161 -3.945 0.000
C 4.564 2.456 -4.102 0.002
C 4.414 3.379 -3.078 0.001
C 3.781 3.015 -1.899 0.002
H 0.413 4.435 -0.919 0.000
H 1.245 6.454 -2.051 0.000
H 1.888 6.361 -4.437 0.000
H 1.736 4.235 -5.681 0.000
H 0.931 2.192 -4.544 0.000
H -1.287 1.709 0.865 0.007
H -3.379 2.674 1.742 0.000
H -4.899 3.905 0.234 0.000
H -4.312 4.201 -2.148 0.000
H -2.200 3.282 -3.023 0.000
H 4.788 2.295 1.146 0.000
H 5.016 4.118 2.791 0.000
H 3.012 5.314 3.602 0.000
H 0.775 4.694 2.755 0.000
H 0.547 2.887 1.091 0.012
H 3.139 -0.231 -2.619 0.000
H 4.212 0.437 -4.739 0.000
H 5.060 2.743 -5.020 0.000
H 4.788 4.387 -3.196 0.000
H 3.661 3.745 -1.110 0.000
C -0.886 -0.823 4.358 0.000
C -0.469 -2.251 4.372 0.000
C 0.468 -3.527 2.829 0.000
C 0.877 -2.574 1.701 0.000
N 0.321 -0.615 2.313 0.006
C -0.510 -0.068 3.332 0.000
C 1.603 -3.033 0.480 0.000
C 2.615 -3.978 0.581 0.000
C 3.330 -4.325 -0.549 0.000
C 3.010 -3.734 -1.764 0.000
C 1.979 -2.820 -1.791 -0.001
N 1.293 -2.484 -0.698 0.000
H -1.499 -0.415 5.150 0.000
H -0.689 -2.747 5.315 0.000
H 0.727 -4.580 2.772 0.000
H -0.777 0.976 3.227 0.000
H 2.847 -4.413 1.543 0.000
H 4.132 -5.048 -0.486 0.000
H 3.549 -3.972 -2.669 0.000
H 1.688 -2.324 -2.711 0.000
```

Values from the calculation:
- Kohn-Sham gap (alpha / beta): 8.39 / 6.66 eV
- E_LUMO (alpha / beta): -2.102 / -3.818 eV
- ΔE to the lowest compared entry with this formula, charge and spin: 434.5 kJ/mol
- 2S+1: 2
- Largest force on an atom: 0.0096 hartree/bohr
- Total charge: +1

---

C47H40BInN10P2S2 as an isolated structure, computed with wB97M-V/def2-TZVPD.

```
103
Properties=species:S:1:pos:R:3:lowdin_spin:R:1
In -0.047 0.276 -1.229 0.018
C -4.247 1.456 -2.013 0.000
C -3.266 0.486 -1.841 0.000
N -2.126 1.045 -1.439 -0.001
N -2.345 2.379 -1.361 0.000
C -3.618 2.641 -1.699 0.000
B -1.244 3.466 -1.205 0.000
N -0.321 3.187 0.007 0.000
C 0.159 4.019 0.945 0.000
C 1.131 3.352 1.670 0.000
C 1.186 2.085 1.102 0.005
N 0.316 2.004 0.095 0.000
N -0.362 3.355 -2.474 0.000
C 0.200 4.322 -3.225 0.000
C 0.708 3.737 -4.365 0.000
C 0.410 2.380 -4.218 0.000
N -0.218 2.152 -3.069 0.000
N -1.920 4.814 -1.102 0.000
C -2.355 5.637 -2.096 0.000
C -3.095 6.637 -1.526 0.000
C -3.078 6.337 -0.150 0.000
N -2.385 5.244 0.097 0.000
H -5.266 1.308 -2.324 0.000
H -3.353 -0.576 -1.963 0.000
H -4.001 3.648 -1.707 0.000
H -0.232 5.013 1.047 0.000
H 1.711 3.741 2.488 0.000
H 1.778 1.226 1.375 0.003
H 0.222 5.348 -2.898 0.000
H 1.197 4.225 -5.190 0.000
H 0.607 1.571 -4.903 0.000
H -2.121 5.451 -3.131 0.000
H -3.582 7.460 -2.019 0.000
H -3.541 6.880 0.659 0.000
S -2.479 -2.550 -0.131 0.134
P -1.374 -1.635 1.219 0.049
C 0.205 -1.194 0.509 0.612
P 1.628 -2.285 0.587 0.067
S 2.691 -2.266 -1.061 0.024
C 1.350 -4.028 1.030 0.007
C 2.485 -4.735 1.434 0.001
C 2.400 -6.097 1.662 0.000
C 1.192 -6.760 1.483 0.000
C 0.078 -6.065 1.046 0.000
C 0.157 -4.699 0.807 -0.001
C 2.591 -1.621 1.990 0.025
C 3.418 -0.525 1.758 0.012
C 4.132 0.043 2.802 -0.001
C 4.027 -0.485 4.081 0.010
C 3.221 -1.590 4.313 0.000
C 2.503 -2.160 3.272 0.010
C -2.133 -0.076 1.772 0.007
C -1.388 0.821 2.534 0.007
C -1.955 2.015 2.947 0.000
C -3.259 2.326 2.585 0.000
C -4.012 1.419 1.855 0.001
C -3.457 0.212 1.461 0.002
C -1.281 -2.604 2.754 0.000
C -2.147 -3.680 2.925 0.001
C -2.178 -4.356 4.134 0.000
C -1.350 -3.961 5.175 0.000
C -0.492 -2.883 5.008 0.000
C -0.463 -2.199 3.805 0.001
H 3.428 -4.217 1.551 0.000
H 3.280 -6.647 1.969 0.000
H 1.126 -7.823 1.675 0.000
H -0.858 -6.582 0.877 0.000
H -0.705 -4.170 0.430 -0.001
H 3.520 -0.148 0.746 0.000
H 4.778 0.892 2.615 0.000
H 4.583 -0.041 4.897 0.001
H 3.151 -2.014 5.306 0.000
H 1.881 -3.026 3.452 0.000
H -0.367 0.579 2.803 0.004
H -1.381 2.710 3.545 0.000
H -3.688 3.275 2.875 0.000
H -5.036 1.656 1.593 0.000
H -4.042 -0.508 0.904 0.002
H -2.792 -3.987 2.112 0.002
H -2.854 -5.190 4.267 0.000
H -1.375 -4.494 6.116 0.000
H 0.151 -2.570 5.821 0.000
H 0.198 -1.352 3.683 0.001
C -0.752 -2.804 -4.443 0.000
C 0.416 -2.769 -5.183 0.000
C 1.396 -1.850 -4.847 0.000
C 1.192 -0.984 -3.783 0.000
N 0.049 -1.021 -3.084 0.002
C -0.895 -1.904 -3.403 -0.001
C 2.223 -0.006 -3.356 0.000
C 3.374 0.222 -4.095 0.000
C 4.310 1.135 -3.638 0.000
C 4.060 1.817 -2.462 0.000
C 2.879 1.553 -1.791 0.000
N 1.997 0.659 -2.218 -0.002
H -1.539 -3.511 -4.659 0.000
H 0.570 -3.453 -6.006 0.000
H 2.317 -1.832 -5.409 0.000
H -1.775 -1.911 -2.780 -0.001
H 3.550 -0.298 -5.024 0.000
H 5.219 1.309 -4.197 0.000
H 4.762 2.540 -2.071 0.000
H 2.633 2.078 -0.878 0.000
```

Values from the calculation:
- Kohn-Sham gap (alpha / beta): 7.29 / 6.47 eV
- E_LUMO (alpha / beta): -3.078 / -3.877 eV
- ΔE to the lowest compared entry with this formula, charge and spin: 39.1 kJ/mol
- 2S+1: 2
- Largest force on an atom: 0.0154 hartree/bohr
- Total charge: +1